Computed, not measured: C14H24CeClI2OP2 as an isolated structure in a non-equilibrium geometry, with ωB97M-V with the def2-TZVPD basis set.

Cartesian coordinates (Å):
I1 1.16628 3.80454 -2.66489
I2 4.36723 0.07478 -1.33090
Ce1 1.09235 1.06143 -0.68184
P1 2.25663 1.52845 1.88625
C1 3.99866 2.07837 1.59039
C2 1.48713 2.99462 2.71176
H1 1.79467 2.99617 3.76461
H2 2.36714 0.83112 4.17661
H3 0.38958 3.00697 2.68423
H4 1.24393 -0.24896 3.27514
H5 4.02013 2.86352 0.81377
H6 1.78488 3.94647 2.25354
C3 2.20444 0.28756 3.23999
H7 4.47258 2.45812 2.51137
H8 2.98397 -0.46814 3.08428
H9 4.58330 1.24532 1.15769
P2 0.10557 -0.90202 -2.48218
C4 1.30237 -0.91262 -3.87880
C5 -0.35325 -2.61177 -2.02457
H10 -2.33323 -0.21675 -2.42046
H11 -1.81333 -1.19142 -3.82872
H12 -1.46491 0.54674 -3.73946
C6 -1.52441 -0.37679 -3.15505
H13 -1.00575 -2.60070 -1.13266
H14 -0.91309 -3.03807 -2.87665
H15 0.87011 -1.43823 -4.73667
H16 2.26103 -1.36899 -3.59489
H17 0.49656 -3.26650 -1.78785
H18 1.53712 0.11737 -4.18951
C7 2.20276 -0.94730 -0.14444
O1 2.62948 -1.97847 0.21553
Cl1 -1.73011 -3.05495 1.46722
C8 -2.67519 -1.71604 1.00744
C9 -4.02183 -1.92206 0.74605
C10 -4.85595 -0.86384 0.35162
C11 -4.36872 0.42531 0.38792
C12 -3.02891 0.63743 0.59349
C13 -2.11783 -0.41175 0.85667
C14 -0.70266 -0.08355 1.07837
H19 -4.41717 -2.92178 0.81453
H20 -5.90338 -1.10283 0.18726
H21 -5.05112 1.22879 0.18205
H22 -2.69464 1.65975 0.50197
H23 -0.57580 0.79862 1.77653
H24 -0.06661 -0.94793 1.35324

Summary:
Largest force on an atom = 5.6 eV/Å
E_LUMO (alpha / beta) = -9.326 / -9.418 eV
Spin multiplicity = 2
HOMO-LUMO gap (alpha / beta) = 5.15 / 5.05 eV
Electronic energy = -2835.8601 hartree
Total charge = +2
⟨S²⟩ = 0.778